Record 1
Entry from the Open Molecules 2025 dataset: a 16-piece molecular cluster, C28H54F10N15O33P overall (ωB97M-V/def2-TZVPD).

The geometry in XYZ format:
```
141
Properties=species:S:1:pos:R:3:lowdin_charge:R:1
P 2.226 8.630 -1.318 0.742
F -1.862 2.922 -0.157 0.181
F -0.687 5.955 -0.655 0.161
F -2.852 6.057 1.038 0.236
F -2.337 5.769 -1.961 0.153
F 4.246 7.949 0.880 0.141
F -0.317 5.123 -3.314 0.130
F -1.571 3.430 -2.942 0.110
F -3.519 4.131 -0.725 0.159
F -1.296 4.783 1.835 0.215
F -3.326 4.159 1.793 0.158
O -0.516 -8.537 -1.104 0.039
O 1.377 -4.553 -2.206 0.070
O 5.339 5.250 0.943 0.186
O 2.946 1.164 -5.555 0.075
O 2.269 5.698 -2.503 0.127
O -8.533 -2.394 0.288 0.046
O 5.011 10.259 -0.527 0.036
O 1.452 -1.130 0.108 0.087
O -4.439 -0.064 4.142 0.053
O -2.572 -5.989 2.747 0.048
O -1.193 2.555 -7.275 0.041
O 4.653 -1.980 -1.064 0.063
O 1.945 9.609 -0.244 -0.444
O 0.584 -2.700 -2.984 0.021
O 3.802 -2.410 3.933 0.070
O 0.246 -4.441 1.663 0.067
O -1.565 -3.758 0.706 0.041
O 5.570 -8.595 0.260 0.069
O -3.215 1.125 5.469 0.070
O 4.029 -8.248 1.735 0.049
O -1.101 -9.655 0.650 0.078
O 4.878 -8.641 6.853 0.061
O -4.069 -7.541 2.614 0.074
O -0.715 1.839 -9.257 0.078
O 0.690 0.862 -0.228 0.025
O 4.814 -4.112 -0.754 0.041
O 3.464 -7.007 6.778 0.055
O 1.501 1.513 -3.987 0.045
O 6.843 11.401 -0.386 0.064
O -10.049 -3.930 0.172 0.072
O 4.358 -0.602 2.891 0.051
O -7.572 2.192 2.908 0.056
O -9.063 1.202 1.698 0.061
N 5.722 11.102 -0.021 -0.440
N 0.679 -0.348 -0.400 -0.393
N 1.500 -3.462 -2.729 -0.411
N -1.309 -9.192 -0.451 -0.446
N 4.173 -7.847 6.259 -0.453
N 4.917 -2.953 -0.387 -0.401
N -1.258 2.607 -8.490 -0.435
N 4.549 -8.066 0.648 -0.437
N -3.688 -6.432 2.934 -0.427
N -9.650 -2.832 0.498 -0.450
N 3.708 -1.220 3.715 -0.427
N -7.920 1.519 1.956 -0.431
N -3.996 0.994 4.550 -0.445
N -0.735 -4.611 0.970 -0.440
N 1.968 1.714 -5.095 -0.424
C 2.889 7.040 -0.696 -0.156
C 2.873 -3.015 -3.078 0.050
C 4.236 5.501 0.628 -0.271
C -4.461 2.224 3.852 0.034
C -2.392 4.850 1.133 -0.608
C 5.173 11.837 1.151 0.050
C -2.644 -9.438 -1.063 0.049
C 2.417 5.736 -1.326 -0.341
C 3.774 6.909 0.256 -0.211
C 3.167 3.356 1.596 -0.004
C -1.432 5.041 -1.288 -0.357
C -4.661 -5.532 3.611 0.056
C 3.882 -7.118 -0.285 0.051
C 3.133 4.461 0.564 -0.135
C 2.714 -0.463 4.523 0.056
C 5.395 -2.721 1.001 0.054
C 1.066 3.595 -0.470 -0.093
C 0.518 3.378 -1.897 -0.057
C -2.070 3.701 -9.092 0.051
C -10.596 -1.934 1.216 0.042
C -0.951 -5.967 0.398 0.012
C 4.174 -7.901 4.770 0.024
C -0.648 4.246 -2.355 -0.433
C 1.284 2.716 -5.957 0.048
C -0.366 -0.894 -1.307 0.051
C -2.261 4.180 -0.269 -0.360
C 2.226 4.585 -0.377 -0.081
C -6.867 1.035 1.020 0.064
H 1.506 2.635 -0.154 0.087
H -4.169 2.138 2.811 0.079
H -2.482 -9.974 -1.994 0.100
H 2.992 -0.572 5.568 0.103
H -5.904 1.388 1.369 0.075
H -3.237 -10.027 -0.373 0.096
H -11.543 -2.449 1.334 0.093
H -2.854 3.238 -9.684 0.102
H 2.182 3.109 1.994 0.087
H -10.715 -1.036 0.616 0.097
H -7.095 1.437 0.037 0.105
H 4.511 -6.934 4.408 0.098
H 3.109 9.181 -2.278 0.025
H 4.586 -6.321 -0.499 0.069
H -1.901 -6.324 0.769 0.064
H 0.199 2.339 -1.969 0.099
H 4.691 -3.204 1.674 0.090
H 3.627 -7.670 -1.186 0.106
H 0.963 2.206 -6.855 0.077
H 1.032 8.327 -2.019 0.024
H 2.007 3.496 -6.183 0.109
H 3.062 -2.098 -2.535 0.079
H -2.490 4.301 -8.293 0.095
H -0.960 -5.870 -0.685 0.095
H 3.157 -8.105 4.449 0.098
H 1.342 3.471 -2.604 0.113
H -4.770 -4.645 2.993 0.104
H -5.542 2.270 3.956 0.077
H 3.569 -3.788 -2.783 0.074
H 4.844 -8.689 4.450 0.090
H -0.221 -0.441 -2.283 0.098
H -0.144 -6.615 0.719 0.092
H -1.335 -0.628 -0.888 0.110
H 3.551 2.452 1.099 0.105
H 0.435 3.119 -5.416 0.082
H -10.157 -1.704 2.182 0.099
H 5.150 12.892 0.894 0.099
H -5.606 -6.055 3.709 0.094
H -6.906 -0.051 1.019 0.097
H 0.325 3.850 0.292 0.110
H 2.906 -2.849 -4.152 0.108
H 6.385 -3.163 1.086 0.108
H 5.837 11.653 1.991 0.100
H 2.741 0.577 4.220 0.089
H 3.890 3.617 2.373 0.086
H -3.104 -8.471 -1.243 0.099
H -0.254 -1.961 -1.355 0.058
H -3.991 3.086 4.313 0.096
H 1.738 -0.900 4.330 0.106
H -1.407 4.294 -9.717 0.102
H -4.252 -5.282 4.585 0.104
H 2.991 -6.727 0.194 0.094
H 5.430 -1.657 1.181 0.073
H 4.174 11.463 1.354 0.095
```

Summary:
Net charge: 0
Highest occupied orbital energy, eV: -9.9051
HOMO-LUMO gap, eV: 8.99

=====

Record 2
Entry from the Open Molecules 2025 dataset: C28H54F12InN2O26S9 as an isolated structure (ωB97M-V/def2-TZVPD).

The geometry in XYZ format:
```
132
Properties=species:S:1:pos:R:3:lowdin_charge:R:1
In -2.182 21.410 8.391 1.385
S -0.558 24.895 10.223 0.576
S -4.303 25.143 13.444 0.762
S 0.593 27.711 5.514 0.762
S -0.384 18.120 10.498 0.597
S 4.405 19.403 10.971 0.845
S 0.216 20.651 4.765 0.742
S -1.028 20.357 12.000 0.721
S 1.059 23.036 9.458 0.703
S 2.680 24.592 14.846 0.770
F 2.057 18.327 9.174 0.084
F -1.316 26.274 7.933 0.056
F -2.036 17.909 13.048 0.093
F 2.769 23.365 7.317 0.131
F -3.451 19.717 13.148 0.121
F 0.564 16.915 8.433 0.210
F 0.357 18.913 7.956 0.155
F 1.870 25.240 8.162 0.139
F -1.861 19.559 14.534 0.108
F -1.907 27.250 9.940 0.092
F -3.028 25.394 9.119 0.096
F 3.467 24.269 9.137 0.161
O 0.427 17.870 11.684 -0.301
O -3.610 24.079 6.833 -0.097
O 1.451 23.042 10.874 -0.323
O -3.732 23.844 13.058 -0.258
O -5.633 25.441 12.426 -0.220
O -0.247 20.675 6.157 -0.431
O 2.952 25.917 15.454 -0.338
O 5.387 28.098 12.267 0.119
O 0.571 25.776 10.348 -0.307
O 1.085 21.680 8.872 -0.349
O 4.409 17.941 10.785 -0.130
O 3.478 24.183 13.704 -0.380
O -1.381 24.577 11.416 -0.299
O -4.765 25.421 14.781 -0.218
O -5.460 21.426 8.149 -0.072
O -0.703 20.850 3.667 -0.317
O -0.010 28.700 4.632 -0.308
O -3.425 26.441 12.879 -0.216
O -1.748 21.621 11.741 -0.352
O -0.978 23.501 6.127 -0.113
O 5.089 25.133 11.582 0.159
O 4.373 20.388 9.890 -0.233
O 0.261 20.504 12.657 -0.312
O -1.515 17.228 10.253 -0.284
O 0.005 26.330 5.572 -0.366
O -3.930 22.603 10.422 -0.138
N -1.039 19.567 10.423 -0.335
N -0.547 23.722 9.172 -0.288
C -1.845 26.071 9.214 -0.457
C 2.730 19.859 4.291 -0.221
C -5.350 22.294 10.413 -0.201
C 2.446 27.645 5.204 -0.169
C 2.242 28.969 7.222 -0.226
C -5.501 26.726 11.730 -0.139
C 1.336 19.245 4.459 -0.174
C -6.024 22.324 9.088 -0.239
C 0.839 28.365 7.182 -0.233
C 0.727 18.095 8.868 -0.679
C -4.278 27.439 12.273 -0.169
C 4.189 27.341 12.132 -0.119
C -1.964 23.672 5.117 -0.201
C 2.802 21.194 4.868 -0.272
C 0.309 23.614 15.522 -0.200
C 1.330 22.562 15.869 -0.231
C -2.164 19.291 13.227 -0.484
C 5.785 19.949 12.139 -0.099
C 3.029 19.819 12.067 -0.116
C 4.214 26.205 11.128 -0.108
C -3.171 24.449 5.580 -0.238
C 3.172 27.995 6.535 -0.222
C 5.153 21.201 12.887 -0.154
C 3.650 20.924 13.070 -0.146
C 0.864 24.450 14.347 -0.154
C 2.392 24.071 8.428 -0.614
C 1.558 22.008 4.570 -0.161
C 2.670 23.206 16.123 -0.177
H 0.078 24.264 16.366 0.126
H 3.488 20.824 14.143 0.116
H -4.398 28.213 13.031 0.136
H 1.076 18.567 5.273 0.094
H -5.215 26.373 10.739 0.116
H 4.129 28.503 6.420 0.118
H 0.927 18.730 3.590 0.109
H 3.381 27.962 11.746 0.166
H 2.250 29.880 6.624 0.126
H 1.053 21.879 16.672 0.137
H -5.477 21.276 10.783 0.131
H -7.084 22.235 9.324 0.140
H -3.663 22.845 11.312 0.022
H -1.448 24.229 4.335 0.133
H 6.742 20.028 11.623 0.118
H -4.231 24.670 7.266 0.089
H 2.544 29.221 8.239 0.113
H 1.423 22.203 3.507 0.101
H 3.582 22.650 15.906 0.091
H -2.270 22.698 4.734 0.117
H -5.986 20.627 8.074 0.104
H 5.990 19.108 12.801 0.113
H 5.634 28.625 11.504 0.133
H -0.705 24.380 6.402 0.040
H -6.327 27.436 11.772 0.141
H 0.844 23.949 13.380 0.077
H 4.518 26.671 10.190 0.143
H 2.718 28.244 4.334 0.109
H 2.286 20.008 11.293 0.083
H 2.931 19.743 3.226 0.127
H -0.654 23.155 15.296 0.126
H 2.731 23.636 17.123 0.113
H -5.894 23.300 8.622 0.119
H -2.892 25.480 5.800 0.117
H 3.385 27.137 7.174 0.090
H 3.222 25.801 10.931 0.128
H -5.941 22.910 11.091 0.128
H 2.635 19.013 12.687 0.119
H 0.435 25.416 14.082 0.110
H 4.560 24.692 12.251 0.057
H -3.825 27.850 11.370 0.114
H 2.754 26.608 5.076 0.091
H 3.603 19.364 4.717 0.126
H 5.714 21.549 13.753 0.135
H 3.702 21.789 4.716 0.131
H 0.004 29.018 7.437 0.115
H 5.204 21.998 12.145 0.101
H 2.781 21.126 5.956 0.107
H -3.989 24.525 4.864 0.135
H 1.500 22.017 14.940 0.093
H 3.061 21.809 12.831 0.089
H 1.470 22.954 5.106 0.087
H 3.744 27.024 13.075 0.129
H 0.759 27.529 7.877 0.069
```

Summary:
Net charge: +2
Highest occupied orbital energy (alpha / beta), eV: -13.8320 / -13.8162
Multiplicity: 2
HOMO-LUMO gap (alpha / beta), eV: 3.30 / 3.45

=====

Record 3
Entry from the Open Molecules 2025 dataset: C28H54F3O26Rb2 as an isolated structure (ωB97M-V/def2-TZVPD).

The geometry in XYZ format:
```
113
Properties=species:S:1:pos:R:3:lowdin_charge:R:1
Rb 2.964 -2.820 -4.867 0.932
Rb 1.802 0.966 -3.256 0.893
F 3.713 0.931 -0.527 0.114
F 3.958 -0.414 1.107 0.140
F 5.269 -0.591 -0.583 0.199
O 4.134 -4.672 2.450 -0.010
O 5.354 3.799 2.446 0.134
O 0.097 -6.619 -3.106 0.026
O 1.092 -5.029 -4.359 0.022
O -0.208 6.251 -2.570 0.024
O -4.744 2.621 0.547 0.006
O 4.498 5.650 1.450 0.015
O -0.498 -4.624 -2.804 0.029
O -1.628 0.568 3.995 0.016
O -1.480 1.293 -2.937 0.090
O 2.903 -5.138 0.759 0.010
O -2.423 1.875 -4.903 0.039
O -0.057 -4.496 2.941 0.014
O 4.932 -4.240 0.399 0.138
O 0.144 -2.269 2.781 0.115
O -6.195 0.982 0.804 0.017
O -3.636 -0.061 3.759 -0.016
O 3.206 -1.724 -2.128 -0.366
O 3.185 4.012 1.911 -0.031
O -4.032 0.514 0.596 0.127
O 1.723 -0.514 -1.045 -0.278
O -3.205 2.160 3.780 0.127
O -0.089 5.443 -0.614 0.037
O -3.618 0.825 -3.494 0.037
O -1.554 -3.410 1.841 0.021
O -0.055 4.006 -2.357 0.094
C 4.030 -0.340 -0.238 -0.588
C 0.848 -0.286 0.052 -0.254
C -0.524 0.257 -0.252 -0.062
C 0.566 -7.672 -3.932 -0.028
C -2.843 1.016 3.826 -0.628
C 1.092 -4.610 3.775 -0.022
C 2.684 -5.170 -0.647 -0.028
C -5.029 0.081 3.939 -0.034
C -2.395 1.294 -3.722 -0.585
C 0.051 4.365 0.305 -0.021
C -4.929 1.308 0.653 -0.628
C -0.440 6.232 -3.973 -0.015
C 4.451 4.459 2.003 -0.622
C -7.211 1.959 0.633 -0.033
C -0.560 1.504 3.851 -0.016
C 4.056 -4.595 1.139 -0.631
C -3.872 -0.205 -2.589 -0.046
C -2.375 -2.275 1.680 -0.038
C 5.182 -3.998 3.145 -0.017
C -1.329 2.632 -5.342 -0.044
C 3.015 2.605 2.217 -0.009
C -3.433 3.112 0.715 -0.040
C 0.293 -5.384 -3.530 -0.633
C -0.415 -3.304 2.511 -0.616
C 2.975 -1.236 -0.860 -0.444
C 5.708 6.398 1.534 -0.027
C -0.076 5.124 -1.899 -0.606
C -0.612 -3.234 -3.051 -0.009
H 3.169 2.478 3.285 0.107
H 6.318 6.177 0.657 0.097
H -0.478 3.453 0.018 0.067
H 1.343 -5.666 3.678 0.103
H -0.530 1.785 2.799 0.084
H 0.654 -1.231 0.577 0.113
H -0.495 1.265 -0.667 0.054
H 1.651 -7.775 -3.949 0.100
H -3.416 -2.581 1.740 0.103
H 1.680 -5.570 -0.770 0.097
H 0.214 -8.632 -3.561 0.101
H -5.238 0.116 5.011 0.103
H -0.626 2.333 4.553 0.103
H 3.328 -5.927 -1.106 0.104
H -2.134 -1.550 2.458 0.077
H -0.506 2.057 -5.778 0.093
H -3.174 -0.300 -1.744 0.073
H 1.094 4.032 0.288 0.091
H -2.934 3.030 1.678 0.080
H -1.114 5.415 -4.217 0.078
H -0.849 7.184 -4.291 0.101
H 5.774 -3.301 2.555 0.097
H -3.649 -1.171 -3.063 0.099
H -3.480 4.154 0.399 0.104
H 6.297 6.123 2.406 0.097
H -5.468 0.948 3.449 0.087
H 5.909 -4.761 3.436 0.100
H 0.397 -2.811 -3.085 0.073
H -2.302 -1.694 0.755 0.069
H 0.816 -4.342 4.794 0.104
H 0.366 0.984 4.091 0.098
H -4.828 -0.243 -2.076 0.101
H -1.145 0.279 0.640 0.074
H -2.704 2.685 0.016 0.080
H -8.189 1.492 0.697 0.098
H 1.344 0.359 0.791 0.112
H -1.121 -3.081 -4.006 0.107
H 5.491 7.461 1.535 0.094
H 2.898 -4.219 -1.129 0.077
H 1.983 2.398 1.939 0.070
H -7.199 2.768 1.366 0.101
H -0.909 -0.469 -0.975 0.067
H 0.514 6.085 -4.482 0.102
H -1.572 3.315 -6.157 0.105
H 0.178 -7.563 -4.944 0.104
H 1.952 -4.060 3.401 0.077
H 3.719 2.104 1.565 0.077
H -0.223 4.713 1.293 0.110
H -1.179 -2.724 -2.278 0.096
H 4.695 -3.555 4.010 0.097
H 2.820 -2.161 -0.294 0.141
H -0.978 3.254 -4.517 0.065
H -7.089 2.443 -0.337 0.100
H -5.537 -0.815 3.588 0.100
```

Summary:
Net charge: +1
Highest occupied orbital energy, eV: -10.4229
HOMO-LUMO gap, eV: 7.12
Energy relative to the best compared isomer or geometry (same formula, charge and spin), eV: 0.8646

=====

Record 4
Entry from the Open Molecules 2025 dataset: a 4-piece molecular cluster, C28H54FN5 overall (ωB97M-V/def2-TZVPD).

The geometry in XYZ format:
```
88
Properties=species:S:1:pos:R:3:lowdin_charge:R:1
F 0.173 -6.307 3.850 -0.135
N -2.758 3.153 -1.027 -0.189
N -4.154 -2.488 1.165 -0.190
N 3.444 3.640 -2.180 -0.191
N 4.456 -4.794 0.210 0.073
N 1.459 -3.702 0.166 0.106
C -3.267 -1.477 1.730 -0.267
C 4.113 -3.295 -3.515 -0.066
C 4.683 -3.970 -2.222 -0.004
C 1.177 -4.373 2.652 -0.119
C 5.830 4.093 -1.376 -0.092
C 2.656 4.573 -1.381 -0.246
C 1.770 -2.984 -2.286 -0.012
C -6.256 -1.850 2.476 -0.092
C 3.811 -4.152 -0.906 -0.184
C -2.908 4.606 -1.075 -0.248
C 4.799 4.085 -2.503 -0.252
C 2.946 4.643 0.117 -0.083
C -1.613 2.679 1.207 -0.077
C -3.918 -3.865 1.589 -0.246
C 2.616 -2.798 -3.566 -0.066
C -3.995 -4.168 3.085 -0.086
C -2.840 2.562 0.304 -0.244
C -1.691 2.655 -1.889 -0.263
C -1.751 5.457 -0.556 -0.087
C -1.785 -1.760 1.515 -0.085
C -5.556 -2.075 1.137 -0.250
C 1.960 1.681 -1.721 -0.090
C 1.463 -5.672 3.552 -0.154
C 3.534 -4.834 1.300 -0.048
C 2.073 -4.290 1.312 -0.176
C -1.700 1.140 -2.071 -0.084
C 3.378 2.236 -1.788 -0.264
C 2.353 -3.632 -0.960 -0.167
H 1.373 2.150 -0.928 0.048
H -3.519 -5.134 3.287 0.073
H 5.831 3.163 -0.804 0.067
H -1.482 0.614 -1.139 0.059
H -5.026 -4.248 3.428 0.053
H -3.447 -1.342 2.804 0.099
H 2.183 -2.308 -4.501 0.089
H -6.134 -2.802 0.555 0.112
H -5.621 -1.144 0.562 0.109
H 4.806 -3.167 -4.421 0.087
H 1.438 1.819 -2.672 0.078
H 3.926 1.637 -2.523 0.118
H -3.078 1.499 0.193 0.083
H 2.113 5.139 0.628 0.070
H -1.892 6.497 -0.865 0.073
H 4.754 5.087 -2.945 0.111
H -3.095 4.891 -2.118 0.109
H 1.992 0.607 -1.511 0.073
H -0.680 2.462 0.682 0.060
H 1.860 -5.329 4.585 0.129
H 2.745 5.579 -1.805 0.117
H 3.058 3.657 0.572 0.069
H -1.190 -0.919 1.883 0.070
H -1.694 1.960 2.030 0.068
H -2.666 0.796 -2.449 0.081
H 3.868 2.066 -0.821 0.098
H 0.071 -4.426 2.311 0.111
H -0.784 5.132 -0.948 0.054
H 5.675 4.927 -0.691 0.055
H -1.537 3.667 1.661 0.055
H -0.703 2.960 -1.522 0.073
H -1.706 5.456 0.535 0.056
H -6.501 -2.793 2.968 0.055
H 3.921 -5.306 2.283 0.113
H -1.802 3.101 -2.884 0.122
H 5.773 -4.338 -2.267 0.096
H -3.822 4.892 -0.542 0.112
H 5.182 3.445 -3.306 0.108
H -3.479 -3.423 3.693 0.068
H -2.928 -4.169 1.232 0.100
H 1.269 -3.419 3.295 0.126
H 6.833 4.213 -1.798 0.071
H -7.202 -1.325 2.312 0.071
H -1.455 -2.652 2.052 0.042
H -3.706 2.975 0.833 0.117
H -0.934 0.849 -2.796 0.065
H 0.669 -2.632 -2.277 0.099
H 1.596 4.324 -1.510 0.085
H -4.607 -4.531 1.059 0.115
H -3.483 -0.513 1.256 0.099
H -5.663 -1.240 3.160 0.066
H 2.120 -6.466 3.062 0.113
H 3.838 5.231 0.329 0.054
H -1.559 -1.888 0.452 0.076
```

Summary:
Net charge: 0
SMILES: FCCc1cnc2ccccc2n1.CCN(CC)CC.CCN(CC)CC.CCN(CC)CC
Highest occupied orbital energy, eV: -8.0406
HOMO-LUMO gap, eV: 7.04

=====

no.,total energy (eV)
1,-156251.233
2,-221393.950
3,-92604.534
4,-40073.235